Record 1
Below is a structure of composition C30H32N8O2RuS2Se, with properties calculated with the ωB97M-V functional and the def2-TZVPD basis.

## Properties
**Energy above the lowest of the compared OMol25 structures with the same formula, charge and spin**: 0.0 kJ/mol
**Highest occupied orbital energy (spin up / spin down)**: -10.08 / -10.73 eV
**Net charge**: +1
**HOMO-LUMO gap (spin up / spin down)**: 0.2582 / 0.2448 Eh
**DFT total energy**: -137236.88193 eV
**LUMO level (spin up / spin down)**: -3.1 / -4.1 eV
**Spin multiplicity**: 6

XYZ file:
```
76
Properties=species:S:1:pos:R:3:forces:R:3
Ru -0.0194 -0.6274 -0.2243 -1.588 0.131 -0.287
C 3.2535 -1.4570 -5.4080 0.247 -1.438 0.020
C 2.4421 -0.3722 -4.7687 -0.453 1.054 0.388
N 2.7743 0.1082 -3.4060 0.986 0.431 -0.993
C 2.2333 -0.1193 -2.2127 0.489 -0.931 -0.752
S 1.0861 -1.4484 -2.1920 -0.028 0.151 -0.112
N 2.7280 0.5194 -1.1619 -0.559 -0.409 -0.950
N 1.9773 0.2513 -0.0777 0.914 0.657 0.705
C 2.4472 0.5938 1.0692 0.860 0.139 0.006
C 3.8685 1.1362 1.2801 -2.070 -0.997 -0.197
C 1.5202 0.4728 2.1737 0.215 -0.212 0.555
C 1.8384 1.0140 3.4055 -0.556 0.273 0.411
C 0.8120 1.1822 4.3120 0.508 -0.572 0.860
C -0.3971 0.5482 4.0778 -1.268 0.674 1.402
C -0.5984 -0.1138 2.8912 0.219 -0.047 0.239
N 0.3443 -0.1252 1.9550 -0.043 0.291 -0.124
H 2.9753 -1.6073 -6.4583 -0.657 -0.016 0.331
H 3.1087 -2.3965 -4.8499 0.095 0.165 -0.393
H 4.3208 -1.3227 -5.5464 0.297 0.583 0.710
H 1.3877 -0.5770 -4.7861 -0.454 -0.648 0.134
H 2.4850 0.5075 -5.3837 0.302 0.632 -0.294
H 3.4716 0.8353 -3.4246 0.127 0.105 0.295
H 4.2910 0.6182 2.1378 0.378 -0.016 -0.163
H 3.8342 2.1919 1.4593 0.092 0.661 0.127
H 4.3061 0.9322 0.3267 1.036 -0.017 -0.205
H 2.8233 1.3026 3.7176 0.321 0.361 -0.461
H 1.0660 1.6864 5.2511 -0.500 -0.206 -0.291
H -1.2185 0.5735 4.8382 0.869 0.028 -0.846
H -1.5230 -0.6512 2.7331 -0.040 -0.042 -0.435
C -7.0660 2.1065 -4.5227 -0.341 -0.267 1.065
C -6.0796 1.5220 -3.5548 0.548 -0.063 0.490
C -4.6996 1.5100 -3.8372 -0.826 0.391 -0.136
C -3.8072 0.9221 -2.9665 0.615 -0.141 -0.093
C -4.2897 0.3376 -1.8189 0.509 -0.384 0.580
C -5.6271 0.3919 -1.4790 0.115 -1.373 1.589
C -6.4969 1.0143 -2.3178 -0.792 0.412 -0.974
S -3.2006 -0.4757 -0.6714 -1.148 -1.641 -0.082
O -2.6885 -1.7353 -1.2127 -0.364 0.817 0.250
O -3.9545 -0.5265 0.5592 0.271 -0.096 0.013
N -1.8889 0.3864 -0.4861 0.741 0.150 -0.790
C -1.8350 1.6934 -0.1012 0.989 0.876 1.974
C -2.8732 2.5660 0.2293 -0.356 -0.719 -0.905
C -2.6431 3.7955 0.7645 0.520 0.019 0.676
C -1.3349 4.0980 1.1539 0.009 1.094 -0.824
C -0.3301 3.2432 0.7535 1.333 -1.387 0.361
N -0.5719 2.0333 0.2014 -0.059 0.806 -0.447
H -8.0658 2.1109 -4.0849 -0.008 -0.276 -0.139
H -7.0756 1.5851 -5.4626 0.003 -0.200 -0.410
H -6.8410 3.1328 -4.6716 0.364 1.022 -0.485
H -4.3729 2.0498 -4.7167 0.197 -0.267 -0.139
H -2.7313 0.8691 -3.1336 -0.242 0.227 -0.258
H -5.9752 -0.1629 -0.5675 0.378 0.959 -0.901
H -7.5313 1.1033 -2.0119 -0.118 -0.116 -0.219
H -3.8623 2.2462 0.0614 -1.092 -0.236 -0.329
H -3.4871 4.4631 0.9344 0.333 -0.100 0.150
H -1.1289 5.0709 1.5818 0.224 -0.150 0.106
H 0.7787 3.3747 0.9374 -1.486 0.387 -0.039
C 0.3725 -3.1704 3.7714 1.393 -0.088 -0.223
N 1.4257 -2.8372 2.7665 -1.414 -1.310 -0.804
C 1.1479 -2.9737 1.4376 -2.413 0.356 1.081
Se -0.5355 -3.0231 0.5879 -0.240 -0.426 0.434
N 2.2337 -2.8389 0.7511 2.049 -0.318 -0.644
C 3.3210 -2.6692 1.5801 -1.169 -0.279 0.156
C 4.6329 -2.5230 1.2538 -0.347 0.001 -0.172
C 5.4180 -2.3482 2.3701 0.564 0.451 -0.602
C 4.9273 -2.4322 3.6695 0.728 0.431 0.479
C 3.5954 -2.6028 3.9824 0.384 -0.017 0.133
C 2.7993 -2.6842 2.8742 -0.558 -0.221 0.261
H 0.6912 -2.9525 4.7677 0.364 0.578 0.460
H 0.0554 -4.1926 3.7993 0.482 -0.954 -0.500
H -0.5088 -2.6647 3.5168 -1.036 1.154 -0.256
H 2.3098 -2.9697 -0.2378 -0.337 0.192 -0.610
H 4.8753 -2.5499 0.1873 0.592 0.261 0.572
H 6.4120 -1.9948 2.2028 0.756 -0.351 0.215
H 5.6652 -2.2899 4.4409 -0.036 -0.031 0.326
H 3.2029 -2.6648 4.9905 0.178 0.040 -0.068
```
Positions in Å, forces in eV/Å.


Record 2
Below is an isolated molecule of C4H7NO2, with properties calculated with the ωB97M-V functional and the def2-TZVPD basis.

## Properties
**Energy above the lowest of the compared OMol25 structures with the same formula, charge and spin**: 382.0 kJ/mol
**Highest occupied orbital energy (spin up / spin down)**: -8.56 / -8.56 eV
**HOMO-LUMO gap (spin up / spin down)**: 0.2678 / 0.2680 Eh
**DFT total energy**: -9843.32080 eV
**LUMO level (spin up / spin down)**: -1.3 / -1.3 eV
**Spin multiplicity**: 1

XYZ file:
```
14
Properties=species:S:1:pos:R:3:forces:R:3
C 1.0717 -0.4612 1.8143 0.110 -0.003 -0.095
C 0.7445 -0.2861 0.4055 -0.115 -0.063 0.236
C -0.6254 -0.5850 0.0155 0.211 0.123 0.110
O -1.4882 -0.9785 0.8565 0.043 -0.110 0.025
C -1.0095 0.7172 -0.8848 -0.270 0.396 -0.055
O -1.7754 1.5363 -0.4600 0.374 -0.338 -0.166
N -0.3607 0.8116 -2.0896 -0.096 -0.020 -0.112
H 0.3923 0.2080 2.3727 0.004 -0.072 -0.086
H 0.6958 -1.4518 2.1168 0.017 0.104 -0.019
H 2.1126 -0.2992 2.0945 -0.164 -0.020 -0.101
H 1.4645 0.0584 -0.3362 -0.134 -0.073 0.096
H -0.3455 -1.3107 -0.8385 0.017 0.060 -0.003
H -0.0653 -0.0344 -2.5536 -0.038 0.120 0.083
H -0.6833 1.5579 -2.6920 0.042 -0.103 0.085
```
Positions in Å, forces in eV/Å.


Record 3
Below is an isolated molecule of C8H12BFO2, with properties calculated with the ωB97M-V functional and the def2-TZVPD basis.

## Properties
**Energy above the lowest of the compared OMol25 structures with the same formula, charge and spin**: 0.0 kJ/mol
**Structure (SMILES)**: CC1=CC=C(B(O)O)[C@@H](F)[C@@H]1C
**Highest occupied orbital energy**: -8.32 eV
**HOMO-LUMO gap**: 0.3175 Eh
**DFT total energy**: -15981.74101 eV
**LUMO level**: 0.3 eV
**Spin multiplicity**: 1

XYZ file:
```
24
Properties=species:S:1:pos:R:3:forces:R:3
C 3.0019 -0.3648 0.8825 0.065 -0.022 -0.083
C 1.5340 -0.3257 0.5884 -0.253 -0.108 0.090
C 0.7332 -1.3661 0.8511 0.581 0.181 0.134
C -0.6713 -1.3633 0.5262 -0.621 0.208 -0.238
C -1.3466 -0.2594 0.1816 1.322 2.387 -0.001
B -2.8727 -0.1892 -0.1239 0.658 -0.271 0.116
O -3.5399 -1.3662 -0.2641 -0.115 -0.672 0.004
O -3.4682 1.0248 -0.2497 0.035 0.706 0.000
C -0.4741 1.1362 0.2197 -1.381 -2.262 -0.435
F -0.5856 1.6529 1.4977 0.061 0.165 0.461
C 0.9920 0.8953 -0.1154 -0.206 -0.021 0.199
C 1.1880 0.7497 -1.6408 0.001 0.087 0.151
H 3.5321 -0.9269 0.1096 0.060 0.033 -0.009
H 3.1889 -0.8563 1.8348 0.068 -0.045 0.037
H 3.4311 0.6360 0.9144 0.009 0.006 0.049
H 1.1390 -2.2578 1.3125 0.086 -0.030 0.017
H -1.1979 -2.3064 0.5786 -0.107 -0.123 0.010
H -4.4667 -1.3153 -0.4936 -0.205 0.049 -0.008
H -4.4195 1.0324 -0.3545 -0.145 -0.041 -0.066
H -0.9404 1.8698 -0.4439 0.166 -0.100 -0.080
H 1.5438 1.7729 0.2411 -0.055 -0.080 -0.019
H 1.8233 -0.1039 -1.8614 0.045 -0.032 -0.118
H 1.6477 1.6383 -2.0656 -0.030 0.066 -0.075
H 0.2279 0.5929 -2.1253 -0.038 -0.081 -0.138
```
Positions in Å, forces in eV/Å.


Record 4
Below is an isolated molecule of C7H12O, with properties calculated with the ωB97M-V functional and the def2-TZVPD basis.

## Properties
**Energy above the lowest of the compared OMol25 structures with the same formula, charge and spin**: 117.0 kJ/mol
**Structure (SMILES)**: C=C(O)/C=C/CCC
**Highest occupied orbital energy**: -8.48 eV
**HOMO-LUMO gap**: 0.3470 Eh
**DFT total energy**: -9499.60608 eV
**LUMO level**: 1.0 eV
**Spin multiplicity**: 1

XYZ file:
```
20
Properties=species:S:1:pos:R:3:forces:R:3
C 1.0991 2.6521 -0.3480 -0.335 1.148 -0.124
C 1.1085 1.6261 0.4829 0.849 -1.505 0.012
O 2.1195 1.4055 1.3936 -0.254 0.063 0.158
C 0.2548 0.4130 0.4763 -0.316 1.250 -0.282
C -0.9304 0.3524 -0.1202 -0.374 -0.889 0.497
C -1.7923 -0.8835 0.0557 0.056 0.145 0.351
C -1.5183 -2.0444 -0.9119 -0.980 -0.057 0.826
C -0.2131 -2.7923 -0.7045 0.711 0.872 -0.036
H 0.2909 2.8539 -1.0360 -0.010 -0.352 -0.060
H 1.8324 3.4511 -0.2839 0.046 -0.180 0.125
H 2.6184 2.2104 1.5383 0.151 0.237 -0.100
H 0.6316 -0.4105 1.0635 0.012 -0.034 0.112
H -1.3383 1.2008 -0.6505 0.071 0.093 -0.182
H -2.8550 -0.6761 0.0182 -0.247 0.518 -0.431
H -1.6965 -1.1674 1.1047 0.391 -0.491 0.003
H -2.3438 -2.7453 -0.7703 -0.012 -0.187 0.143
H -1.7401 -1.6788 -1.9065 0.704 0.120 -0.495
H 0.1915 -3.1000 -1.6649 0.008 -0.616 0.114
H 0.5764 -2.1734 -0.2642 -0.182 0.344 -0.282
H -0.2929 -3.5807 0.0377 -0.289 -0.479 -0.351
```
Positions in Å, forces in eV/Å.


Record 5
Below is a structure of composition F5Li4Sr, with properties calculated with the ωB97M-V functional and the def2-TZVPD basis.

## Properties
**Highest occupied orbital energy (spin up / spin down)**: -17.84 / -17.84 eV
**Net charge**: +2
**HOMO-LUMO gap (spin up / spin down)**: 0.3775 / 0.1768 Eh
**DFT total energy**: -15233.25699 eV
**LUMO level (spin up / spin down)**: -7.6 / -13.0 eV
**Spin multiplicity**: 2

XYZ file:
```
10
Properties=species:S:1:pos:R:3:forces:R:3
Sr 1.9019 -2.0683 -1.0840 -0.707 0.503 1.084
Li -1.6773 1.4945 1.4896 1.405 0.302 -0.791
Li -0.0051 -0.0183 -0.2683 -0.769 0.622 0.791
Li 1.7749 2.0556 0.7855 0.248 -1.039 -0.274
Li -2.5682 -0.6292 0.7726 0.998 -0.884 -0.566
F -0.3133 -0.0729 1.6092 -1.695 1.119 -0.522
F -0.6221 -2.0652 -0.2999 1.548 1.065 -1.018
F -1.3140 1.5090 -0.5002 0.079 -1.111 1.767
F 2.1291 0.2112 0.0858 -0.869 -0.350 -0.808
F 0.6939 -0.4164 -2.5903 -0.238 -0.228 0.336
```
Positions in Å, forces in eV/Å.